Run a
Entry from the Open Molecules 2025 dataset: one molecule with the formula C3H6N2S (ωB97M-V/def2-TZVPD).

The SMILES is [H]/N=C(\N)CC=S. For the gap between HOMO and LUMO, the calculation gives 0.3109 Eh. Its LUMO energy is -0.6 eV.

Each line ends with the Mulliken charge.
CARTESIAN COORDINATES (ANGSTROEM)
C: 1.4040 0.0302 -0.0153  0.435
C: 0.2842 -0.9641 -0.2331  -0.309
C: -0.9902 -0.7007 0.4574  -0.266
H: 1.8132 1.8946 0.4065  0.216
H: 0.1540 1.6914 0.0987  0.155
H: 3.3370 0.2437 -0.0503  0.196
H: 0.7038 -1.9538 0.0288  0.246
H: 0.1289 -1.0336 -1.3422  0.254
H: -1.1347 -1.0913 1.4932  0.263
N: 1.0825 1.3277 0.0436  -0.347
N: 2.6011 -0.4598 -0.0185  -0.669
S: -2.1860 0.2488 -0.1290  -0.174

***

Run b
Entry from the Open Molecules 2025 dataset: C3H6N2S as an isolated structure (ωB97M-V/def2-TZVPD).

For the gap between HOMO and LUMO, the calculation gives 0.3395 Eh. Its LUMO energy is 0.5 eV.

Each line ends with the Mulliken charge.
CARTESIAN COORDINATES (ANGSTROEM)
C: -0.0666 -0.4113 1.1749  0.538
C: 0.4330 0.1919 -0.1943  0.028
C: 0.8558 -0.5187 -1.3794  -0.912
H: -1.6005 0.9584 1.4096  0.299
H: -0.8682 0.2149 2.9683  0.379
H: 0.5055 -2.1813 0.8527  0.282
H: 1.2070 0.9937 -0.1632  0.261
H: 2.1113 -0.3263 -1.5477  0.205
H: 0.5065 -1.4161 -1.7542  0.426
N: -0.4509 0.7526 2.0390  -0.639
N: -0.0225 -1.6190 1.4514  -0.664
S: -0.3675 0.7657 -1.4878  -0.204

***

Run c
Entry from the Open Molecules 2025 dataset: one molecule with the formula C3H6N2S (ωB97M-V/def2-TZVPD).

For the gap between HOMO and LUMO (alpha / beta), the calculation gives 0.2953 / 0.3152 Eh. Its LUMO energy (alpha / beta) is -0.2 / -0.3 eV.

Each line ends with the Mulliken charge.
CARTESIAN COORDINATES (ANGSTROEM)
C: 1.2347 -0.6491 -0.3534  -0.147
C: 0.0593 -1.0461 0.5372  -0.618
C: -1.6107 1.0583 -0.2088  0.053
N: -0.6616 1.5934 0.3771  -0.523
N: 1.7124 0.5506 -0.4629  -0.406
S: -1.5127 -0.7356 -0.2799  -0.159
H: 2.0391 -1.1407 0.2705  0.259
H: 1.2753 -1.1539 -1.4621  0.298
H: 0.1359 -2.0818 0.8002  0.401
H: 0.0707 -0.3990 1.4794  0.304
H: -2.4121 1.4649 -0.8685  0.320
H: -0.3303 2.5390 0.1712  0.217

***

Most stable pick: run a. Distance to second place: 77.3 kcal/mol.

***

Run a
Entry from the Open Molecules 2025 dataset: a 2-piece molecular cluster, C3H6N2S overall (ωB97M-V/def2-TZVPD).

For the gap between HOMO and LUMO (alpha / beta), the calculation gives 0.2987 / 0.2850 Eh. Its LUMO energy (alpha / beta) is -0.6 / -0.8 eV.

Each line ends with the Mulliken charge.
CARTESIAN COORDINATES (ANGSTROEM)
C: 1.0334 -1.8803 -0.9674  0.323
C: 0.9587 0.6149 -0.2536  -0.787
C: 0.5022 -0.5990 -1.0088  -0.090
N: 1.4246 -2.9732 -0.9867  -0.432
N: -1.1465 -1.3994 0.7171  -0.427
S: -1.2160 -0.2063 1.7672  -0.053
H: 0.2301 0.8459 0.6108  0.115
H: 0.9743 1.4795 -0.8290  0.346
H: 1.8859 0.3256 0.3079  0.309
H: 0.1677 -0.2252 -2.0312  0.206
H: -0.4614 -2.1179 0.8322  0.282
H: -2.1933 0.4716 1.0625  0.207

***

Run b
Entry from the Open Molecules 2025 dataset: one molecule with the formula C3H6N2S (ωB97M-V/def2-TZVPD).

The SMILES is C/N=N\C(C)=S. For the gap between HOMO and LUMO, the calculation gives 0.2908 Eh. Its LUMO energy is -0.1 eV.

Each line ends with the Mulliken charge.
CARTESIAN COORDINATES (ANGSTROEM)
C: 0.9585 0.6168 0.0729  0.129
C: 1.1896 0.2432 1.4866  -0.735
C: -1.5910 -0.5390 -1.0389  -0.499
N: 0.7464 -0.8074 -0.8195  -0.157
N: -0.3315 -1.1814 -1.1685  -0.095
S: 1.0145 2.0860 -0.6022  -0.201
H: 1.2769 1.1993 2.0179  0.307
H: 2.1725 -0.4054 1.3667  0.267
H: 0.4011 -0.3951 1.6616  0.277
H: -1.4196 0.4698 -0.4295  0.201
H: -2.4830 -0.9706 -0.5077  0.241
H: -1.9344 -0.3161 -2.0395  0.265

***

Most stable pick: run b. Distance to second place: 13.4 kcal/mol.

***

Run a
Entry from the Open Molecules 2025 dataset: one molecule with the formula C3H6N2S (ωB97M-V/def2-TZVPD).

The SMILES is [H]/N=C1\NCCS1. For the gap between HOMO and LUMO, the calculation gives 0.3508 Eh. Its LUMO energy is 0.7 eV.

Each line ends with the Mulliken charge.
CARTESIAN COORDINATES (ANGSTROEM)
C: -1.3574 -0.3345 -0.2038  0.476
C: 0.9786 0.5669 -0.2949  -0.421
C: 1.0969 -0.8577 0.2215  -0.443
H: -3.0703 0.5561 0.1527  0.212
H: -0.6876 1.7854 -0.3779  0.232
H: 1.7634 0.7860 -1.1680  0.249
H: 1.5273 1.1620 0.4598  0.211
H: 1.0765 -0.8334 1.4131  0.241
H: 2.2249 -1.5480 0.1330  0.298
N: -2.6863 -0.3302 0.0787  -0.682
N: -0.4857 0.8367 -0.1345  -0.227
S: -0.3803 -1.7895 -0.2798  -0.147

***

Run b
Entry from the Open Molecules 2025 dataset: one molecule with the formula C3H6N2S (ωB97M-V/def2-TZVPD).

The SMILES is NC(=S)N1CC1. For the gap between HOMO and LUMO, the calculation gives 0.3215 Eh. Its LUMO energy is 0.6 eV.

Each line ends with the Mulliken charge.
CARTESIAN COORDINATES (ANGSTROEM)
C: 1.1000 0.2670 -0.2968  0.241
C: -0.7872 -1.3453 -0.1729  -0.471
C: -1.3758 -0.1254 0.2647  -0.221
H: 2.2698 1.9790 0.2244  0.277
H: 0.3098 2.0969 -0.0844  0.315
H: -1.1690 -1.9829 -0.9453  0.237
H: -0.1344 -1.9287 0.5163  0.264
H: -1.1179 0.1292 1.3194  0.177
H: -2.2078 0.5012 0.0592  0.261
N: 1.3059 1.5466 -0.0968  -0.368
N: -0.2899 -0.0054 -0.7521  -0.347
S: 2.0965 -1.1322 -0.0357  -0.365

***

Most stable pick: run a. Distance to second place: 4.4 kcal/mol.

***

Run a
Entry from the Open Molecules 2025 dataset: one molecule with the formula C3H6N2S (ωB97M-V/def2-TZVPD).

The SMILES is C[C@@H]1CSN=N1. For the gap between HOMO and LUMO, the calculation gives 0.3610 Eh. Its LUMO energy is 0.7 eV.

Each line ends with the Mulliken charge.
CARTESIAN COORDINATES (ANGSTROEM)
C: -0.2813 -0.1601 0.2711  0.381
C: -0.2326 1.0098 -0.7773  -0.808
C: 0.5578 -1.4347 -0.1453  -1.303
N: -0.0005 0.5118 1.5392  -0.270
N: -0.2055 1.7215 1.5973  -0.161
S: -0.4891 2.5527 0.2060  0.016
H: -1.3769 -0.4495 0.6231  0.213
H: 0.7014 0.8980 -1.1811  0.466
H: -1.0331 0.7550 -1.4644  0.357
H: 0.0739 -2.3391 0.3016  0.280
H: 0.7453 -1.5908 -1.1638  0.407
H: 1.5406 -1.4746 0.1937  0.423

***

Run b
Entry from the Open Molecules 2025 dataset: one molecule with the formula C3H6N2S (ωB97M-V/def2-TZVPD).

The SMILES is C=NNC(C)=S. For the gap between HOMO and LUMO, the calculation gives 0.3022 Eh. Its LUMO energy is 0.4 eV.

Each line ends with the Mulliken charge.
CARTESIAN COORDINATES (ANGSTROEM)
C: 2.0161 -0.3898 0.5824  -0.837
C: 0.8390 -0.1735 -0.4534  0.335
C: -2.4505 0.4439 -0.4511  -0.263
H: 2.4320 -1.4181 0.5710  0.247
H: 1.4644 -0.2955 1.5340  0.242
H: 2.7968 0.3496 0.4252  0.271
H: -0.6211 -0.0208 1.0151  0.320
H: -2.8033 0.2056 0.6182  0.162
H: -3.3743 0.7127 -1.0551  0.244
N: -0.4019 -0.0567 0.0355  0.060
N: -1.2170 0.4806 -0.8904  -0.448
S: 1.3197 0.1620 -1.9314  -0.332

***

Most stable pick: run a. Distance to second place: 5.6 kcal/mol.

***

Run a
Entry from the Open Molecules 2025 dataset: a 2-piece molecular cluster, C2H5NO2S overall (ωB97M-V/def2-TZVPD).

For the gap between HOMO and LUMO, the calculation gives 0.3496 Eh. Its LUMO energy is 0.0 eV.

Each line ends with the Mulliken charge.
CARTESIAN COORDINATES (ANGSTROEM)
C: 0.5805 -1.0857 0.5153  -0.249
C: 1.0644 1.0170 -0.5978  -0.710
N: 0.3162 0.0469 0.1342  -0.227
O: -2.8550 -0.8108 -0.9715  -0.419
O: -2.4392 -0.1167 1.3577  -0.421
S: -2.2907 0.1313 -0.0493  0.731
H: 1.6960 -1.3416 0.6455  0.212
H: -0.1244 -1.5534 1.1298  0.275
H: 1.2840 1.8181 0.1189  0.309
H: 2.1192 0.5650 -0.6747  0.256
H: 0.6489 1.3301 -1.6082  0.243

***

Run b
Entry from the Open Molecules 2025 dataset: a 2-piece molecular cluster, C2H5NO2S overall (ωB97M-V/def2-TZVPD).

For the gap between HOMO and LUMO (alpha / beta), the calculation gives 0.3581 / 0.3582 Eh. Its LUMO energy (alpha / beta) is -0.3 / -0.3 eV.

Each line ends with the Mulliken charge.
CARTESIAN COORDINATES (ANGSTROEM)
C: 0.3756 -1.1993 0.7119  -0.279
C: -1.3639 0.8909 -0.5720  -0.599
N: 0.0991 -0.5860 -0.6462  -0.421
O: 2.6565 -0.2203 -0.4137  -0.543
O: 1.1706 1.3392 0.7499  -0.526
S: 1.3703 0.0913 0.1760  0.878
H: -0.5536 -1.2885 1.2404  0.287
H: 0.4966 -2.2528 0.5481  0.275
H: -1.0304 1.0399 -1.5614  0.305
H: -2.2062 0.4175 -0.2490  0.351
H: -1.0146 1.7681 0.0161  0.272

***

Most stable pick: run a. Distance to second place: 81.4 kcal/mol.

***

Run a
Entry from the Open Molecules 2025 dataset: a 2-piece molecular cluster, C3H4F2O overall (ωB97M-V/def2-TZVPD).

For the gap between HOMO and LUMO, the calculation gives 0.4214 Eh. Its LUMO energy is -0.2 eV.

Each line ends with the Mulliken charge.
CARTESIAN COORDINATES (ANGSTROEM)
C: -0.5449 0.9635 0.4902  -0.257
C: -0.0062 2.0041 1.4191  1.019
C: 0.2854 -0.2192 0.0071  -0.945
O: -0.7561 1.0719 1.8729  -0.337
F: 1.9000 1.6316 1.7754  -0.522
F: -0.1698 3.2734 1.4436  -0.159
H: -1.4862 1.0133 -0.0240  0.372
H: 0.4476 -0.8892 0.9467  0.235
H: 1.2549 0.1846 -0.3052  0.255
H: 0.0041 -0.9325 -0.7901  0.340

***

Run b
Entry from the Open Molecules 2025 dataset: a 2-piece molecular cluster, C3H4F2O overall (ωB97M-V/def2-TZVPD).

For the gap between HOMO and LUMO (alpha / beta), the calculation gives 0.3608 / 0.2358 Eh. Its LUMO energy (alpha / beta) is 0.2 / -1.4 eV.

Each line ends with the Mulliken charge.
CARTESIAN COORDINATES (ANGSTROEM)
C: 0.3557 0.3023 1.3635  -0.571
C: -0.7972 0.8301 1.1348  0.511
C: 0.6762 -1.1948 -1.1718  -0.404
O: 0.5849 -0.0104 -1.7226  -0.411
F: -1.4072 1.9234 1.7290  -0.244
F: -1.5670 0.5439 0.0658  -0.271
H: 1.1263 0.5413 2.0598  0.288
H: 1.5789 -1.5740 -1.1252  0.422
H: -0.3246 -1.7572 -0.9606  0.245
H: -0.2261 0.3954 -1.3727  0.436

***

Most stable pick: run a. Distance to second place: 38.9 kcal/mol.

***

Run a
Entry from the Open Molecules 2025 dataset: C12H26Cl3N7OSSiTa as an isolated structure (ωB97M-V/def2-TZVPD).

Its total charge is +3. For the gap between HOMO and LUMO, the calculation gives 0.2420 Eh. Its LUMO energy is -11.7 eV.

Each line ends with the Mulliken charge.
CARTESIAN COORDINATES (ANGSTROEM)
Ta: 9.0999 8.6524 8.1857  1.154
N: 8.5644 7.0649 9.6771  -0.450
C: 9.0147 5.6791 9.2348  -0.710
C: 8.8755 5.4698 7.7454  -0.695
N: 9.0468 6.7250 6.9496  -0.169
C: 7.8445 6.8904 6.0203  -0.495
C: 6.5785 7.2683 6.7373  -1.050
N: 6.8948 8.2156 7.8390  -0.588
C: 10.2333 6.6688 6.0313  -0.653
C: 10.3771 8.0707 5.4107  -1.090
N: 10.1191 9.1188 6.4044  -0.141
H: 7.6215 6.9487 10.0436  0.304
H: 9.1572 7.3106 10.4871  0.354
H: 10.0484 5.5661 9.5981  0.091
H: 8.4541 4.9275 9.7824  0.623
H: 9.6225 4.7189 7.4541  0.553
H: 7.9428 5.0096 7.4938  0.503
H: 8.0975 7.6306 5.3175  0.421
H: 7.7125 5.9757 5.4859  0.475
H: 5.8951 7.7135 6.0256  0.524
H: 6.0560 6.3872 7.1370  0.452
H: 6.5871 9.0871 7.4216  0.135
H: 6.2390 8.0841 8.6580  0.334
H: 11.1019 6.4387 6.6241  0.415
H: 10.1126 5.9143 5.2755  0.569
H: 11.4064 8.1996 5.1205  0.489
H: 9.7787 8.2437 4.5406  0.471
H: 11.0498 9.3292 6.7843  0.486
H: 9.8623 10.0457 5.9582  0.092
C: 6.3883 10.5020 10.2505  -0.898
S: 8.1299 10.0040 10.2678  0.270
C: 8.7742 11.7824 10.3472  -0.804
H: 6.2213 11.0677 11.1892  0.427
H: 5.7286 9.6464 10.2661  0.396
H: 6.2031 11.1693 9.4216  0.262
H: 9.8446 11.6953 10.2337  0.222
H: 8.5406 12.0828 11.3953  0.480
H: 8.2003 12.3082 9.5915  0.313
Cl: 9.5567 12.2855 6.1560  -0.210
Si: 7.9820 11.1557 7.0241  0.601
Cl: 6.8506 12.8442 7.4976  -0.221
Cl: 6.8204 10.0693 5.5474  -0.210
N: 12.7512 6.6717 9.5231  -0.287
C: 12.0088 7.7339 9.2619  0.676
O: 10.8011 7.6132 8.7765  -0.115
C: 12.4796 9.0910 9.5161  -0.024
C: 11.5250 9.9489 9.1026  0.676
N: 10.5135 10.3594 8.6545  -0.666
C: 13.8546 9.4330 9.5995  -0.552
N: 14.9815 9.5875 9.4344  -0.260
H: 12.5378 5.7759 9.0977  0.253
H: 13.6480 6.7506 9.9999  0.270

***

Run b
Entry from the Open Molecules 2025 dataset: C12H26Cl3N7OSSiTa as an isolated structure (ωB97M-V/def2-TZVPD).

Its total charge is +3. For the gap between HOMO and LUMO, the calculation gives 0.2294 Eh. Its LUMO energy is -11.4 eV.

Each line ends with the Mulliken charge.
CARTESIAN COORDINATES (ANGSTROEM)
Ta: -0.2314 0.5211 -0.2931  1.509
N: -0.3491 2.9706 0.2767  -0.443
C: 0.8903 3.5682 0.9648  -0.789
C: 2.1696 2.8656 0.4765  -0.668
N: 2.0195 1.3495 0.3633  0.108
C: 2.9412 0.8405 -0.7430  -0.440
C: 2.5512 1.2438 -2.1213  -0.983
N: 1.0466 1.4534 -2.1715  -0.590
C: 2.5597 0.7480 1.6291  -0.759
C: 2.3173 -0.7409 1.7534  -0.874
N: 1.0946 -1.1829 0.9295  -0.573
H: -0.5697 3.5081 -0.5608  0.328
H: -1.1269 3.1501 0.9051  0.169
H: 0.7352 3.4583 2.0291  0.405
H: 1.0262 4.6483 0.7425  0.387
H: 3.0020 3.0850 1.1910  0.392
H: 2.4572 3.2648 -0.5054  0.499
H: 2.9167 -0.2377 -0.6396  0.432
H: 3.9997 1.1059 -0.5830  0.508
H: 2.7405 0.3679 -2.7371  0.463
H: 3.0674 2.0795 -2.5930  0.401
H: 0.6708 1.1139 -3.0797  0.329
H: 0.8484 2.4570 -2.1474  0.287
H: 2.0013 1.2115 2.4537  0.504
H: 3.5988 1.0292 1.7129  0.532
H: 2.1305 -0.9122 2.8038  0.458
H: 3.1567 -1.3920 1.4414  0.380
H: 0.5843 -1.8316 1.5242  0.335
H: 1.4471 -1.8120 0.2087  -0.031
C: -4.8708 -1.0577 2.5687  -1.017
S: -3.5936 -1.0593 1.3152  0.278
C: -2.7619 -2.6703 1.5495  -0.707
H: -5.5417 -1.9067 2.3555  0.430
H: -5.4178 -0.1197 2.4687  0.401
H: -4.4882 -1.1261 3.5975  0.354
H: -2.5005 -2.8797 2.5828  0.398
H: -1.8459 -2.6385 0.9315  0.054
H: -3.4312 -3.4490 1.1621  0.435
Cl: -3.2358 2.0545 2.0940  -0.249
Si: -1.9344 0.4179 1.9800  0.527
Cl: -1.0071 -0.4427 3.6688  -0.204
Cl: -2.1529 1.4008 -1.2745  -0.288
N: -2.1576 -1.7798 -3.0589  -0.268
C: -0.9688 -1.8521 -2.4717  0.373
O: -0.6808 -0.9381 -1.3987  0.353
C: -0.0450 -2.8115 -2.7224  0.289
C: 1.0939 -2.8798 -1.8809  0.416
N: 2.0281 -2.9524 -1.2156  -0.565
C: -0.3141 -3.6929 -3.8575  -0.348
N: -0.8294 -4.1755 -4.7738  -0.388
H: -2.7254 -0.9691 -2.9978  0.213
H: -2.3146 -2.4034 -3.8536  0.238

***

Most stable pick: run b. Distance to second place: 20.0 kcal/mol.